[1]
Below is a molecular structure, C19H14Co2NO6S at a distorted geometry, with properties calculated with the ωB97M-V functional and the def2-TZVPD basis.

Last column: Löwdin charge in e.
Positions of all 43 atoms, in Å:
C: -2.312 0.252 0.941  -0.10
C: -1.100 -0.300 0.354  -0.64
N: -1.097 -1.593 -0.175  -0.01
C: 0.230 -1.997 -0.738  -0.17
C: 1.236 -0.955 -0.300  -0.39
S: 0.340 0.549 0.239  0.94
H: -3.201 -0.032 0.361  0.10
H: -2.444 -0.062 1.991  0.09
H: -2.216 1.344 0.945  0.07
H: 0.560 -2.944 -0.289  0.08
H: 0.190 -2.065 -1.834  0.13
H: 1.787 -1.299 0.589  0.07
H: 1.941 -0.685 -1.094  0.08
O: -4.208 -2.535 1.256  0.02
C: -3.021 -2.641 1.002  -0.31
Co: -1.567 -3.539 1.835  0.24
C: -2.275 -2.272 -0.193  -0.39
O: -2.485 -3.042 -1.269  0.00
C: -0.887 -2.362 2.875  -0.18
O: -0.454 -1.516 3.542  0.08
C: -1.608 -5.374 1.252  -0.25
C: -2.647 -6.251 1.775  -0.20
C: -2.604 -6.537 3.154  -0.04
C: -3.629 -7.256 3.768  -0.09
C: -4.690 -7.747 3.003  -0.11
C: -4.739 -7.481 1.626  -0.10
C: -3.730 -6.735 1.004  -0.02
C: -1.177 -4.466 0.250  -0.32
C: -1.449 -4.060 -1.111  -0.19
Co: 0.159 -5.129 1.245  0.06
C: 1.049 -3.956 2.349  -0.16
O: 1.884 -3.437 2.966  0.08
C: 1.292 -5.323 -0.082  -0.15
O: 2.066 -5.514 -0.923  0.11
C: 0.500 -6.732 1.836  -0.15
O: 0.738 -7.811 2.184  0.11
H: -1.768 -6.144 3.740  0.11
H: -3.577 -7.424 4.843  0.09
H: -5.474 -8.342 3.473  0.09
H: -5.568 -7.856 1.024  0.09
H: -3.769 -6.513 -0.066  0.11
H: -0.542 -3.788 -1.665  0.09
H: -1.891 -4.911 -1.652  0.13

**Strongest force on any atom**: 0.12506 hartree/bohr
**DFT total energy**: -119788.34264 eV
**E_HOMO**: -2.4 eV
**Net charge**: -1


[2]
Below is a molecular structure, C2H3NO2S at a distorted geometry, with properties calculated with the ωB97M-V functional and the def2-TZVPD basis.

Last column: Löwdin charge in e.
Positions of all 9 atoms, in Å:
C: -1.947 -1.667 -0.105  -0.61
C: -0.804 -0.102 -0.404  -0.52
N: 0.495 1.240 1.065  0.10
O: -0.498 0.367 -1.437  0.12
O: -0.547 0.124 0.817  -0.03
S: -1.579 -3.166 -0.143  0.71
H: -2.835 -1.265 0.416  0.03
H: 0.917 1.629 0.169  0.11
H: 1.073 0.939 1.853  0.08

**Strongest force on any atom**: 0.10217 hartree/bohr
**DFT total energy**: -18538.53901 eV
**E_HOMO**: -8.5 eV


[3]
Below is C5H9ClN2O2S in the gas phase at a distorted geometry, with properties calculated with the ωB97M-V functional and the def2-TZVPD basis.

Last column: Löwdin charge in e.
Positions of all 20 atoms, in Å:
C: -0.587 0.817 1.320  -0.23
C: -1.763 1.364 0.883  -0.24
C: 0.809 -0.643 0.031  -0.70
C: 1.452 -1.769 0.898  0.03
C: 1.852 -0.339 -1.097  0.04
N: 0.580 0.394 0.897  0.12
N: -0.208 -1.202 -0.657  0.28
O: -3.073 0.249 -1.079  -0.35
O: -0.956 1.331 -1.727  -0.34
S: -2.106 1.311 -0.819  0.34
Cl: -3.044 3.125 -0.901  0.39
H: -0.443 1.212 2.359  0.13
H: -2.486 1.764 1.642  0.11
H: 1.532 -2.612 0.368  0.04
H: 0.730 -1.850 1.682  0.08
H: 2.461 -1.478 1.316  0.12
H: 1.566 0.363 -1.840  0.08
H: 1.914 -1.172 -1.676  0.06
H: 2.795 -0.127 -0.806  0.06
H: -1.024 -0.738 -0.797  -0.03

**Strongest force on any atom**: 0.08512 hartree/bohr
**DFT total energy**: -35756.69418 eV
**E_HOMO (alpha / beta)**: -8.7 / -8.6 eV


[4]
Below is 4 unconnected molecules or ions with the total composition C7H24N6O6PS at a distorted geometry, with properties calculated with the ωB97M-V functional and the def2-TZVPD basis.

Last column: Löwdin charge in e.
Positions of all 45 atoms, in Å:
C: -1.492 -1.691 -1.415  -0.02
C: -1.624 -0.239 -1.762  -0.43
O: -2.074 0.446 -0.591  -0.01
C: -2.718 0.035 -2.774  -0.17
O: -2.712 -0.971 -3.832  -0.46
S: -2.190 -0.408 -5.246  0.94
P: -0.232 0.451 -5.339  0.71
C: -0.368 2.028 -4.440  -0.27
O: 0.729 -0.497 -4.440  -0.31
H: -2.344 -1.944 -0.803  0.10
H: -1.385 -2.342 -2.272  0.08
H: -0.613 -1.831 -0.805  0.07
H: -0.667 0.175 -2.063  0.12
H: -1.324 0.936 -0.225  0.11
H: -3.654 -0.089 -2.256  0.14
H: -2.710 1.046 -3.162  0.11
H: -1.935 -1.575 -5.869  0.01
H: -0.258 1.895 -3.373  0.04
H: -1.323 2.484 -4.661  0.05
H: 0.424 2.675 -4.776  0.05
H: 1.638 -0.271 -4.713  0.08
C: 1.117 -1.224 1.983  -0.66
O: 0.235 -1.882 1.425  -0.02
N: 0.838 -0.143 2.752  0.18
N: 2.440 -1.529 1.879  0.16
H: 1.543 0.389 3.234  0.08
H: -0.133 0.108 2.825  0.05
H: 2.696 -2.325 1.328  0.10
H: 3.145 -0.985 2.346  0.06
C: -2.998 -0.193 2.849  -0.67
O: -2.105 0.638 2.784  0.00
N: -4.241 0.103 3.332  0.16
N: -2.800 -1.478 2.441  0.17
H: -4.984 -0.565 3.396  0.09
H: -4.402 1.044 3.640  0.10
H: -1.885 -1.711 2.083  0.07
H: -3.505 -2.189 2.483  0.10
C: 4.836 1.180 3.180  -0.66
O: 3.889 0.532 3.609  0.00
N: 4.672 2.382 2.555  0.16
N: 6.122 0.748 3.302  0.16
H: 5.432 2.932 2.202  0.10
H: 3.735 2.726 2.459  0.11
H: 6.270 -0.130 3.765  0.11
H: 6.914 1.260 2.965  0.10

**Strongest force on any atom**: 0.02353 hartree/bohr
**DFT total energy**: -48993.75055 eV
**E_HOMO**: -11.2 eV
**Net charge**: +1